The following is a quantum chemistry calculation of a structure of composition C26H18Cl2F6IrNO4S3Si, from the Open Molecules 2025 dataset.

Atoms and positions in Å:
Ir  0.281259  0.166812  0.966459
Cl  -0.425870  -2.070683  2.154601
C  0.758372  -2.261176  3.383255
C  0.457287  -3.039124  4.483733
C  1.431055  -3.268114  5.448238
C  2.691327  -2.711919  5.317123
C  2.986042  -1.902571  4.232246
Cl  4.519629  -1.164003  4.098392
C  2.018183  -1.653857  3.230663
S  2.463329  -0.657564  1.893946
H  -0.525198  -3.476854  4.576633
H  1.207460  -3.889475  6.301710
H  3.449272  -2.904227  6.058298
F  -3.192352  3.208768  1.845460
C  -2.234695  2.756760  1.059060
F  -2.283028  1.405400  1.077156
F  -2.505682  3.115331  -0.196588
S  -0.524573  3.378611  1.616596
O  0.390609  2.450404  0.966116
O  -0.454009  4.712851  1.161890
N  -0.575646  3.244103  3.167576
S  -0.597112  1.864949  3.909903
O  -1.549076  1.786437  4.952216
O  -0.559116  0.709435  3.023451
C  1.093572  1.757345  4.728258
F  1.238082  0.540572  5.270076
F  1.287087  2.667356  5.660663
F  2.046497  1.879922  3.797818
C  1.592831  -3.714743  -3.986228
C  2.169995  -3.370345  -2.776885
C  1.606471  -2.370962  -1.996549
C  0.478805  -1.709696  -2.457241
C  -0.109315  -2.056446  -3.658257
C  0.456376  -3.062709  -4.429203
Si  -0.126968  -0.178591  -1.353043
C  0.668572  1.286781  -2.343091
C  -0.018082  2.493983  -2.421387
C  0.543037  3.565331  -3.095463
C  1.800387  3.444943  -3.664757
C  2.491166  2.246369  -3.578223
C  1.936061  1.173659  -2.902576
C  -2.017316  -0.322411  -1.792006
C  -2.544985  0.267537  -2.932094
C  -3.919394  0.344910  -3.090587
C  -4.759047  -0.191149  -2.127073
C  -4.232755  -0.801582  -1.000273
C  -2.860658  -0.889692  -0.843912
H  2.030918  -4.498535  -4.585472
H  3.056561  -3.879705  -2.428635
H  2.051482  -2.103147  -1.047807
H  -0.997650  -1.555466  -4.008577
H  0.000260  -3.334618  -5.368880
H  -0.999225  2.594760  -1.985338
H  -0.007900  4.491913  -3.161313
H  2.248399  4.291627  -4.163908
H  3.468875  2.145495  -4.024115
H  2.480560  0.243870  -2.841430
H  -1.894257  0.698636  -3.679250
H  -4.328626  0.827792  -3.965264
H  -5.829453  -0.137203  -2.259714
H  -4.884031  -1.210815  -0.243373
H  -2.443798  -1.375280  0.026981

Force components x, y, z for each atom (eV/Å):
0.3 -0.1 2.4
-0.3 0.4 -1.2
0.2 -0.2 0.7
-0.4 0.2 -0.6
0.2 0.1 -0.1
0.2 0.1 -0.1
0.1 0.0 0.2
0.1 -0.1 0.1
0.0 0.4 -0.8
-1.8 0.5 -0.9
-0.1 0.0 0.0
-0.1 0.0 0.1
0.1 0.1 0.1
0.3 0.0 0.1
-0.3 0.2 -0.5
0.4 -0.2 0.1
0.4 0.2 0.4
-1.9 0.2 -0.2
1.0 -2.1 -1.0
0.2 0.2 0.2
0.1 -0.1 0.1
0.7 0.3 1.1
-0.2 0.2 0.2
0.3 -0.6 -0.4
0.1 0.1 0.0
-0.3 0.0 0.0
-0.3 0.0 -0.2
-0.1 0.1 -0.2
0.2 -0.1 -0.1
0.2 -0.1 0.3
0.1 -0.4 -0.6
0.1 1.3 2.5
0.0 -0.1 -0.2
-0.2 0.2 0.1
0.2 -1.1 -4.2
-0.7 -0.8 1.6
0.2 0.2 -0.2
-0.2 0.1 0.1
0.0 0.1 0.0
0.1 0.0 0.0
0.1 0.0 -0.1
1.3 0.7 1.5
-0.1 0.4 0.0
0.1 -0.2 -0.1
-0.1 0.0 0.0
-0.1 -0.3 0.0
-0.3 0.3 -0.2
0.0 -0.1 -0.1
0.1 -0.1 0.0
0.1 0.0 0.1
-0.1 0.1 0.0
0.0 0.0 -0.1
-0.1 0.0 0.1
0.0 0.1 0.0
0.0 0.0 -0.1
0.1 0.0 -0.1
0.1 -0.1 0.0
0.1 0.1 0.0
-0.1 0.0 -0.1
-0.1 0.1 0.0
-0.1 -0.1 0.0
0.0 -0.1 0.2

Output
2S+1 ... 2
Charge ... +1
Max |F| ... 4.3 eV Å⁻¹
E_tot ... -121495.5744 eV
Expectation value of S² ... 1.218
Highest occupied orbital energy (spin up / spin down) ... -11.45 / -11.46 eV
HOMO-LUMO gap (spin up / spin down) ... 5.2 / 4.2 eV

The net atomic charges from Löwdin, expressed in e, are: atom 1 (Ir): 0.842, atom 2 (Cl): 0.830, atom 3 (C): -0.619, atom 4 (C): -0.053, atom 5 (C): 0.001, atom 6 (C): -0.059, atom 7 (C): -0.673, atom 8 (Cl): 0.784, atom 9 (C): -0.658, atom 10 (S): 0.845, atom 11 (H): 0.127, atom 12 (H): 0.133, atom 13 (H): 0.125, atom 14 (F): 0.180, atom 15 (C): -0.630, atom 16 (F): 0.078, atom 17 (F): 0.152, atom 18 (S): 0.617, atom 19 (O): -0.401, atom 20 (O): -0.193, atom 21 (N): -0.262, atom 22 (S): 0.618, atom 23 (O): -0.202, atom 24 (O): -0.477, atom 25 (C): -0.649, atom 26 (F): 0.135, atom 27 (F): 0.187, atom 28 (F): 0.110, atom 29 (C): -0.077, atom 30 (C): -0.081, atom 31 (C): -0.139, atom 32 (C): -0.274, atom 33 (C): -0.079, atom 34 (C): -0.064, atom 35 (Si): 0.718, atom 36 (C): -0.282, atom 37 (C): -0.116, atom 38 (C): -0.060, atom 39 (C): -0.062, atom 40 (C): -0.067, atom 41 (C): -0.089, atom 42 (C): -0.289, atom 43 (C): -0.105, atom 44 (C): -0.057, atom 45 (C): -0.065, atom 46 (C): -0.071, atom 47 (C): -0.133, atom 48 (H): 0.108, atom 49 (H): 0.104, atom 50 (H): 0.067, atom 51 (H): 0.094, atom 52 (H): 0.109, atom 53 (H): 0.084, atom 54 (H): 0.112, atom 55 (H): 0.110, atom 56 (H): 0.109, atom 57 (H): 0.099, atom 58 (H): 0.109, atom 59 (H): 0.112, atom 60 (H): 0.110, atom 61 (H): 0.109, atom 62 (H): 0.066

The following is a quantum chemistry calculation of a structure of composition C26H19B2InN5O20, from the Open Molecules 2025 dataset.

Atoms and positions in Å:
In  -5.271869  -0.842772  -0.256704
O  0.843381  4.628338  3.233526
C  -0.065639  4.644458  2.490976
O  -1.378769  4.285588  2.840686
B  -2.118559  4.264898  1.563826
O  -1.313539  4.981968  0.541596
C  -0.068829  5.176218  1.018996
O  0.919261  5.477188  0.336626
O  -3.359759  4.978578  1.715216
C  -4.407869  4.182338  1.398056
O  -5.618939  4.442048  1.291726
C  -3.722569  2.862538  0.953956
O  -2.474719  2.916288  1.042646
O  -4.289009  1.837728  0.515746
O  2.220521  -0.842462  4.083376
C  1.689711  -0.387332  3.052216
O  0.918211  -1.076682  2.202136
B  0.439241  -0.173662  1.097526
O  0.885741  1.170608  1.566806
C  1.675581  1.087918  2.609676
O  2.266451  2.004748  3.193456
O  -1.009729  -0.282642  0.899926
C  -1.278019  -0.505822  -0.360864
O  -2.397369  -0.595632  -0.887274
C  0.011731  -0.710782  -1.082184
O  0.967311  -0.444012  -0.219964
O  0.067961  -1.147222  -2.213484
C  -0.850779  -3.811262  1.588956
C  -2.113579  -3.316432  1.023806
N  -3.102389  -2.898152  0.605936
H  -0.031619  -3.328372  1.056126
H  -0.799259  -4.896932  1.506746
H  -0.791599  -3.555052  2.646766
C  4.632931  -0.967222  6.569146
C  4.239481  0.388758  6.119646
N  3.878831  1.458838  5.756466
H  5.648701  -0.813192  6.933246
H  4.556171  -1.524932  5.635776
H  3.950091  -1.367432  7.318586
C  0.417931  -2.825242  6.106016
C  0.468681  -1.741442  7.072486
N  0.586861  -0.943702  7.826246
H  0.075531  -2.556892  5.106586
H  -0.335429  -3.514312  6.487776
H  1.362851  -3.365512  6.163706
C  2.231571  -4.468762  -5.875374
C  2.379451  -3.583072  -4.797754
C  1.546741  -3.595202  -3.731234
C  0.436201  -4.480682  -3.714164
C  0.238151  -5.349372  -4.824924
C  1.079941  -5.273122  -5.891214
N  -0.560939  -4.481582  -2.611654
O  -0.292909  -3.960562  -1.465414
O  -1.569449  -5.158622  -2.783444
H  2.981951  -4.423872  -6.650824
H  3.176651  -2.859002  -4.716644
H  1.746431  -2.831512  -2.994154
H  -0.640669  -5.971902  -4.905744
H  1.023631  -6.035372  -6.654244
C  0.271521  2.559508  -2.683794
C  0.751211  2.678828  -4.030624
C  0.084331  3.394658  -4.973324
C  -1.113099  4.030468  -4.644644
C  -1.573899  4.028338  -3.303724
C  -0.936299  3.205778  -2.377354
N  -1.867469  4.849308  -5.669654
O  -1.589379  4.623698  -6.862334
O  -2.584049  5.788598  -5.250754
H  0.737681  1.941518  -1.930674
H  1.648561  2.140778  -4.298334
H  0.388971  3.403948  -6.009424
H  -2.536749  4.466918  -3.087014
H  -1.381429  3.006318  -1.413774

Force components x, y, z for each atom (eV/Å):
0.6 0.4 0.3
1.1 -0.3 0.4
-2.6 0.6 0.5
2.2 -0.1 -2.2
0.4 1.5 0.8
1.3 -0.1 0.4
1.5 -0.8 -2.2
-2.7 -0.5 2.0
-2.5 -0.6 0.0
-2.2 1.3 -0.9
4.3 -0.8 0.7
-4.0 -3.4 -1.2
2.9 0.8 0.5
0.2 1.6 0.6
-1.8 2.0 -4.2
1.1 -4.1 4.3
0.8 1.5 -0.1
-0.8 -0.4 0.6
1.0 0.6 1.0
-0.3 2.3 -0.5
-0.9 -1.6 -0.9
0.0 0.3 0.8
-4.0 -0.1 -0.9
2.7 0.4 1.3
-0.4 -1.1 -1.4
1.6 -0.3 -0.7
0.9 0.8 1.0
-0.4 0.1 -0.1
-0.5 0.1 0.1
0.5 -0.3 0.2
0.1 -0.2 0.1
0.1 0.1 -0.2
-0.1 0.1 -0.1
-0.2 1.6 -0.7
-1.7 2.7 -0.6
1.1 -3.1 0.8
0.0 -0.7 0.0
0.4 -0.5 0.2
0.1 0.2 0.0
-0.6 -0.7 0.7
-0.4 -4.1 -4.5
0.6 4.6 4.3
0.5 0.3 0.1
0.0 -0.2 0.0
0.0 0.1 -0.5
0.1 1.0 0.2
0.6 0.6 0.8
-0.3 0.6 0.5
0.0 0.4 -0.2
-0.7 0.4 -0.1
0.4 -1.7 -0.1
-0.9 -0.6 3.9
0.2 -1.1 -4.2
1.4 1.2 -0.6
-0.1 -0.4 -0.3
0.2 -0.1 -0.5
-0.5 -0.3 0.5
0.0 -0.2 0.4
-0.5 0.2 -0.3
-1.4 0.7 -0.3
0.7 -0.4 0.1
-0.5 0.1 -1.2
0.2 0.9 0.0
-0.5 -1.4 0.8
-0.1 0.3 0.0
0.0 1.7 -1.6
-0.7 0.1 2.7
1.7 -2.7 -0.5
0.3 0.0 -0.1
0.1 0.1 -0.1
0.2 0.1 0.0
0.1 0.3 0.2
-0.1 0.4 0.2

Output
2S+1 ... 2
Charge ... +2
Max |F| ... 6.3 eV Å⁻¹
E_tot ... -82174.3735 eV
Expectation value of S² ... 1.812
Highest occupied orbital energy (spin up / spin down) ... -13.44 / -13.44 eV
HOMO-LUMO gap (spin up / spin down) ... 2.8 / 2.0 eV

The net atomic charges from Löwdin, expressed in e, are: atom 1 (In): 1.031, atom 2 (O): 0.196, atom 3 (C): -0.335, atom 4 (O): 0.215, atom 5 (B): -0.919, atom 6 (O): 0.189, atom 7 (C): -0.319, atom 8 (O): 0.109, atom 9 (O): 0.247, atom 10 (C): -0.284, atom 11 (O): 0.138, atom 12 (C): -0.397, atom 13 (O): 0.247, atom 14 (O): -0.074, atom 15 (O): 0.180, atom 16 (C): -0.257, atom 17 (O): 0.234, atom 18 (B): -0.832, atom 19 (O): 0.291, atom 20 (C): -0.209, atom 21 (O): 0.369, atom 22 (O): 0.261, atom 23 (C): -0.377, atom 24 (O): -0.018, atom 25 (C): -0.394, atom 26 (O): 0.260, atom 27 (O): 0.130, atom 28 (C): -0.032, atom 29 (C): -0.228, atom 30 (N): 0.130, atom 31 (H): 0.067, atom 32 (H): 0.098, atom 33 (H): 0.086, atom 34 (C): -0.039, atom 35 (C): -0.218, atom 36 (N): 0.176, atom 37 (H): 0.092, atom 38 (H): 0.077, atom 39 (H): 0.086, atom 40 (C): -0.069, atom 41 (C): -0.309, atom 42 (N): 0.158, atom 43 (H): 0.060, atom 44 (H): 0.084, atom 45 (H): 0.087, atom 46 (C): 0.110, atom 47 (C): 0.011, atom 48 (C): 0.061, atom 49 (C): 0.026, atom 50 (C): 0.075, atom 51 (C): 0.027, atom 52 (N): -0.237, atom 53 (O): 0.083, atom 54 (O): 0.145, atom 55 (H): 0.151, atom 56 (H): 0.141, atom 57 (H): 0.126, atom 58 (H): 0.146, atom 59 (H): 0.144, atom 60 (C): 0.103, atom 61 (C): 0.046, atom 62 (C): 0.036, atom 63 (C): -0.002, atom 64 (C): 0.120, atom 65 (C): 0.033, atom 66 (N): -0.270, atom 67 (O): 0.121, atom 68 (O): 0.145, atom 69 (H): 0.129, atom 70 (H): 0.136, atom 71 (H): 0.140, atom 72 (H): 0.149, atom 73 (H): 0.117